The following is a quantum chemistry calculation of a 2-piece molecular cluster, C5H14O overall at a distorted geometry, from the OMol25 dataset.

Geometry as XYZ:
```
20
Properties=species:S:1:pos:R:3:nbo_charge:R:1
C -1.08228 0.47121 0.67119 0.08
C -1.62554 1.66355 -0.20173 -0.67
C -0.82154 1.12395 2.05822 -0.64
O -1.98928 -0.65750 0.83360 -0.73
H -0.31723 -0.08948 0.35819 0.19
H -2.41209 2.29003 0.34140 0.22
H -1.83930 1.43717 2.40273 0.23
H 0.02076 0.63985 2.52049 0.23
H -0.30746 2.09071 1.73913 0.20
H -2.72966 -0.39443 0.32706 0.46
H -2.32797 1.33784 -1.00930 0.21
H -0.71999 2.13675 -0.75912 0.24
C 1.60740 -1.61016 -0.40910 -0.61
C 2.41023 -1.42201 -1.77394 -0.60
H 0.61120 -1.88014 -0.76145 0.22
H 2.02960 -2.38464 0.17398 0.21
H 1.69753 -0.69015 0.13861 0.20
H 2.36115 -2.29476 -2.40991 0.20
H 3.45864 -1.23946 -1.68075 0.20
H 1.97583 -0.52835 -2.55930 0.19
```

Properties
Energy ... -274.0484 Eh
Largest force on an atom ... 4.8 eV/Å
Energy relative to the best compared isomer or geometry (same formula, charge and spin) ... 2.5494 eV
Frontier orbital gap ... 10.9055 eV
SMILES string ... CC(C)O.CC
Multiplicity ... 1